Entry i
A structure of composition C12H30O12P3Tl. Source: OMol25; level of theory: the ωB97M-V functional and the def2-TZVPD basis.

```
58
Properties=species:S:1:pos:R:3:mulliken_charge:R:1
Tl -0.941 0.182 2.023 0.989
P 3.881 0.862 2.246 0.907
O 3.230 0.184 3.503 -0.454
O 3.338 0.051 1.034 -0.445
O 5.412 0.947 2.288 -0.571
O 3.041 2.160 2.153 -0.426
C -0.798 -8.854 3.833 -1.221
C 0.187 -7.657 3.668 -0.222
O 0.824 -7.716 2.411 -0.356
P 1.602 -6.378 1.972 0.910
O 0.716 -5.170 1.797 -0.674
O 2.719 -6.312 3.101 -0.289
C 3.825 -5.415 2.982 -0.102
C 5.146 -6.146 2.770 -1.045
O 2.354 -6.847 0.651 -0.294
C 2.532 -5.940 -0.440 0.033
C 3.042 -6.494 -1.691 -1.291
H -1.395 -8.747 4.738 0.379
H -1.486 -8.950 2.993 0.317
H -0.265 -9.798 3.948 0.302
H -0.370 -6.729 3.796 0.314
H 0.927 -7.628 4.467 0.304
H 3.604 -4.846 2.079 0.112
H 3.943 -4.742 3.831 0.381
H 6.026 -5.530 2.960 0.401
H 5.201 -7.001 3.443 0.275
H 5.272 -6.469 1.737 0.217
H 1.529 -5.588 -0.683 0.298
H 3.038 -5.041 -0.087 0.283
H 2.986 -5.912 -2.611 0.360
H 4.106 -6.663 -1.526 0.296
H 2.623 -7.489 -1.841 0.312
C -1.596 8.140 0.601 -1.342
C -1.449 7.070 -0.519 -0.074
O -2.670 7.022 -1.179 -0.261
P -3.025 5.710 -2.050 0.867
O -2.823 4.451 -1.338 -0.721
O -2.112 6.010 -3.357 -0.317
C -2.378 7.130 -4.217 -0.041
C -1.234 8.110 -3.846 -1.176
O -4.529 6.108 -2.442 -0.306
C -5.513 5.165 -2.637 -0.291
C -5.302 4.309 -3.926 -1.100
H -0.621 8.444 0.981 0.380
H -2.248 8.956 0.286 0.319
H -2.210 7.807 1.438 0.353
H -0.731 7.450 -1.246 0.167
H -1.128 6.114 -0.106 0.376
H -2.152 6.779 -5.224 0.314
H -3.384 7.546 -4.157 0.278
H -0.983 8.737 -4.702 0.404
H -1.473 8.673 -2.945 0.223
H -0.370 7.493 -3.600 0.310
H -5.642 4.555 -1.743 0.321
H -6.459 5.684 -2.788 0.312
H -4.446 3.633 -3.938 0.322
H -6.173 3.667 -4.059 0.394
H -5.199 4.911 -4.829 0.289
```

charge: 0
Kohn-Sham gap: 5.80 eV
molecular weight: 663.67 g mol⁻¹
HOMO energy: -8.56 eV

---

Entry ii
A structure of composition C12H30O12P3Tl. Source: OMol25; level of theory: the ωB97M-V functional and the def2-TZVPD basis.

```
58
Properties=species:S:1:pos:R:3:mulliken_charge:R:1
Tl 18.965 4.318 -17.663 0.970
P 20.205 1.906 -16.057 0.896
O 21.177 2.423 -17.063 -0.587
O 18.773 1.681 -16.576 -0.328
O 19.659 3.014 -15.123 -0.310
O 20.443 0.693 -15.154 -0.520
C 17.724 9.747 -19.260 -1.146
C 16.866 8.947 -20.206 0.296
O 15.859 8.224 -19.467 -0.418
P 15.876 6.651 -19.540 0.443
O 17.043 5.994 -18.933 -0.201
O 14.506 6.335 -18.824 -0.358
C 14.174 5.000 -18.440 -0.185
C 12.933 4.542 -19.185 -1.135
O 15.659 6.324 -21.088 -0.199
C 16.613 5.485 -21.787 0.638
C 16.007 5.162 -23.138 -1.399
H 18.525 10.234 -19.814 0.343
H 17.174 10.497 -18.691 0.425
H 18.134 9.068 -18.510 0.154
H 16.317 9.529 -20.948 0.286
H 17.521 8.284 -20.783 -0.216
H 14.967 4.265 -18.591 0.249
H 13.982 5.054 -17.368 0.349
H 13.132 4.538 -20.258 0.235
H 12.559 3.578 -18.851 0.388
H 12.143 5.280 -19.029 0.284
H 17.567 6.008 -21.883 -0.281
H 16.820 4.592 -21.195 0.290
H 15.472 6.013 -23.550 0.324
H 16.799 4.829 -23.812 0.409
H 15.291 4.342 -23.073 0.323
C 23.906 5.651 -18.136 -1.296
C 23.049 6.163 -19.276 -0.096
O 22.610 7.499 -18.989 -0.382
P 21.061 7.838 -18.851 0.614
O 20.281 6.740 -18.263 -0.294
O 20.587 8.337 -20.270 -0.249
C 20.342 7.402 -21.331 -0.070
C 20.080 8.178 -22.596 -1.277
O 21.053 9.211 -18.088 -0.282
C 21.675 9.283 -16.802 -0.084
C 21.420 10.637 -16.193 -1.366
H 24.797 6.266 -18.020 0.328
H 23.284 5.668 -17.240 0.289
H 24.227 4.625 -18.311 0.399
H 23.604 6.160 -20.218 0.321
H 22.192 5.499 -19.418 0.235
H 21.190 6.722 -21.436 0.390
H 19.460 6.815 -21.060 0.165
H 20.772 9.003 -22.753 0.392
H 20.126 7.542 -23.482 0.377
H 19.065 8.585 -22.585 0.253
H 21.273 8.514 -16.137 0.303
H 22.751 9.113 -16.874 0.268
H 21.845 10.717 -15.193 0.399
H 21.855 11.458 -16.767 0.326
H 20.350 10.847 -16.131 0.319
```

charge: 0
Kohn-Sham gap: 6.03 eV
molecular weight: 663.67 g mol⁻¹
HOMO energy: -9.45 eV

---

Which one is most stable, and which one is least stable? entry ii is the most stable of them, while entry i is the least stable.

---

Entry i
A cluster of 4 separate species, CH12N2O3 in total. Source: OMol25; level of theory: the ωB97M-V functional and the def2-TZVPD basis.

```
18
Properties=species:S:1:pos:R:3:mulliken_charge:R:1
N 0.617 0.610 -0.480 -0.337
C 1.335 1.471 0.389 -0.424
N 0.469 2.368 1.221 -0.160
H 0.088 -0.050 0.027 0.319
H -0.088 1.199 -1.018 0.257
H 1.883 0.717 1.046 0.348
H 2.063 2.194 -0.157 0.365
H 0.690 3.307 0.821 0.342
H -0.488 2.140 1.299 0.277
H -1.632 -2.977 -0.087 0.335
H -0.539 -2.687 0.709 0.331
O -1.550 -2.627 0.742 -0.673
H 0.922 -1.322 -1.380 0.325
H 1.658 -1.801 -2.640 0.302
O 1.330 -2.060 -1.800 -0.632
H -1.954 -0.762 0.861 0.383
H -2.766 0.119 -0.111 0.331
O -2.038 0.162 0.558 -0.688
```

charge: +1
Kohn-Sham gap (spin up / spin down): 11.48 / 6.08 eV
expectation value of S²: 0.758
multiplicity: 2
molecular weight: 100.12 g mol⁻¹
HOMO energy (spin up / spin down): -14.95 / -14.93 eV

---

Entry ii
A cluster of 4 separate species, CH12N2O3 in total. Source: OMol25; level of theory: the ωB97M-V functional and the def2-TZVPD basis.

```
18
Properties=species:S:1:pos:R:3:mulliken_charge:R:1
N -1.279 2.330 -0.808 -0.267
C 0.116 2.214 -1.260 -0.306
N 1.081 2.403 -0.108 -0.297
H -1.651 1.641 -0.223 0.275
H -1.472 3.263 -0.471 0.310
H 0.111 1.359 -1.951 0.318
H 0.169 3.080 -1.914 0.362
H 0.515 2.799 0.657 0.300
H 1.470 1.527 0.193 0.303
H -0.633 -3.505 0.042 0.328
H 0.421 -2.373 0.401 0.310
O -0.439 -2.780 0.672 -0.628
H 1.194 -1.574 -2.395 0.260
H 2.400 -2.238 -2.521 0.335
O 1.465 -2.507 -2.549 -0.595
H -0.575 -0.016 3.616 0.281
H -0.798 -1.456 3.210 0.313
O -1.084 -0.829 3.793 -0.600
```

charge: +1
Kohn-Sham gap (spin up / spin down): 9.96 / 4.59 eV
expectation value of S²: 0.761
multiplicity: 2
molecular weight: 100.12 g mol⁻¹
HOMO energy (spin up / spin down): -14.05 / -14.05 eV

---

Which one is most stable, and which one is least stable? entry i is the most stable of them, while entry ii is the least stable.

---

Entry i
The molecule C7H10S. Source: OMol25; level of theory: the ωB97M-V functional and the def2-TZVPD basis.

```
18
Properties=species:S:1:pos:R:3:mulliken_charge:R:1
C -0.133 1.771 -0.102 -0.642
C -0.989 0.863 0.663 0.421
C 0.724 1.214 -1.045 -0.508
C 0.740 -0.148 -0.845 0.297
C -0.175 -0.495 0.240 -0.687
C 1.230 -1.221 -1.765 -1.181
C -1.486 0.831 2.045 -0.604
S -2.784 -0.188 2.526 -0.217
H -0.142 2.867 0.293 0.235
H -1.873 0.720 -0.024 0.270
H 0.507 -0.546 1.241 0.214
H -0.758 -1.411 0.224 0.421
H 0.394 -1.369 -2.395 0.313
H 1.402 -2.059 -1.122 0.347
H 2.185 -0.910 -2.257 0.338
H -1.153 1.435 2.876 0.398
H 1.198 1.795 -1.821 0.446
H -3.398 0.502 3.577 0.139
```

charge: 0
Kohn-Sham gap (spin up / spin down): 6.71 / 7.69 eV
molecular weight: 126.22 g mol⁻¹
HOMO energy (spin up / spin down): -6.51 / -7.20 eV

---

Entry ii
A structure of composition C7H10S. Source: OMol25; level of theory: the ωB97M-V functional and the def2-TZVPD basis.

```
18
Properties=species:S:1:pos:R:3:mulliken_charge:R:1
C 0.855 1.424 -1.090 -0.734
C 2.628 -0.084 0.485 -0.965
C -1.598 0.768 0.761 -0.201
C 0.526 -1.182 -0.951 -0.730
C -1.363 0.559 -0.691 -0.623
C -0.915 -0.862 -0.505 -0.052
C -0.682 -0.409 0.977 -0.654
S 1.055 0.224 0.007 0.718
H 0.885 2.440 -0.678 0.283
H 2.548 -0.992 1.080 0.286
H 2.953 0.938 0.734 0.280
H -1.402 1.843 1.187 0.234
H -2.589 0.424 1.127 0.301
H 0.874 -1.998 -0.370 0.374
H 0.875 -1.251 -1.941 0.406
H -2.067 0.823 -1.468 0.327
H -1.775 -1.617 -0.575 0.426
H -0.808 -1.047 1.913 0.321
```

charge: 0
Kohn-Sham gap (spin up / spin down): 7.99 / 7.99 eV
molecular weight: 126.22 g mol⁻¹
HOMO energy (spin up / spin down): -7.78 / -7.78 eV

---

Which one is most stable, and which one is least stable? entry i is the most stable of them, while entry ii is the least stable.